1.
59
Properties=species:S:1:pos:R:3:forces:R:3:mulliken_charge:R:1 method="wB97M-V/def2-TZVPD" lumo_ev="0.1511 / -1.6264" gap_ev="7.9 / 6.1" charge=0 homo_energy_ev="-7.718 / -7.745" spin_multiplicity=6
Se 1.684 -0.685 -0.920 0.51 0.04 -0.14 -0.36
Fe 0.487 -0.057 0.939 -2.24 1.50 -0.31 1.03
S 0.319 -3.663 0.735 -0.11 -0.06 0.11 -0.49
Si 3.861 -0.081 -0.350 0.08 -0.02 0.12 0.58
O -0.414 5.242 -0.470 -0.23 -0.44 -0.06 -0.66
O 1.107 1.826 1.536 0.12 -1.46 0.28 -1.17
O -1.191 -1.005 1.214 1.73 0.24 0.55 -0.85
N 1.887 -4.667 -1.187 0.12 -0.21 -0.11 -0.10
N -0.474 2.669 0.114 0.24 0.74 -0.02 -0.57
N 1.980 -5.795 0.691 0.11 0.03 -0.20 0.09
N -0.951 1.395 0.116 0.50 -0.79 0.35 -0.04
C 4.859 -0.572 -1.872 -0.18 0.05 0.24 -1.00
C -4.293 -2.411 0.031 -0.06 0.12 -0.04 -0.54
C 1.569 -6.335 1.960 0.01 0.01 0.02 -0.99
C -2.835 -0.054 -0.220 0.18 -0.43 0.14 0.31
C 1.215 6.540 0.581 -0.05 0.03 -0.03 -0.63
C 4.065 1.738 0.062 -0.11 -0.27 -0.17 -0.55
C 2.291 6.681 1.432 -0.05 -0.04 -0.03 -0.33
C 2.251 4.332 1.879 -0.02 0.03 0.02 -0.41
C -4.070 -0.206 -0.867 0.05 0.03 0.01 -0.72
C 2.826 -6.558 -0.214 -0.05 -0.03 0.07 -0.58
C 0.582 2.807 0.889 -0.57 0.08 -0.57 1.14
C 0.630 5.291 0.365 0.26 -0.07 0.19 0.33
C 1.413 -4.730 0.077 -0.05 0.02 0.21 0.31
C 1.157 4.160 1.027 0.05 0.02 0.07 0.62
C -2.325 -1.110 0.587 -0.68 0.24 -0.66 0.45
C -4.795 -1.367 -0.755 -0.06 -0.02 -0.03 -0.60
C -3.098 -2.285 0.696 0.30 0.01 0.16 -0.39
C 2.929 -5.649 -1.448 0.01 0.05 -0.01 -0.56
C 4.318 -1.120 1.162 -0.05 0.11 -0.32 -0.97
C -2.140 1.196 -0.325 0.05 0.13 0.03 -0.02
C 2.818 5.571 2.086 0.10 0.00 0.10 -0.93
H 3.436 2.005 0.910 0.02 -0.03 0.00 -0.28
H 0.782 7.389 0.067 0.03 0.01 0.00 0.43
H -4.436 0.616 -1.473 -0.04 -0.01 0.02 0.36
H 2.719 7.662 1.598 0.00 0.00 -0.02 0.38
H -2.679 2.041 -0.755 0.07 0.05 0.02 0.36
H 4.039 -2.166 1.024 -0.01 0.01 -0.02 0.19
H -5.745 -1.473 -1.261 0.02 0.00 -0.02 0.40
H 5.105 1.950 0.322 0.02 -0.04 -0.02 0.47
H 2.733 -6.196 -2.370 0.05 0.02 -0.01 0.33
H 3.797 -6.756 0.244 0.00 -0.02 -0.03 0.34
H 4.594 0.069 -2.715 0.00 0.01 0.00 0.30
H -2.701 -3.087 1.305 -0.01 0.00 -0.02 0.41
H -0.724 4.297 -0.481 0.04 0.24 -0.05 0.59
H 2.433 -6.465 2.615 -0.01 -0.01 0.00 0.30
H 3.912 -5.178 -1.523 -0.01 0.00 0.01 0.24
H 3.784 2.381 -0.774 0.00 -0.02 -0.01 0.31
H 5.392 -1.073 1.359 0.01 0.04 0.01 0.39
H -4.858 -3.331 0.115 0.02 -0.01 0.04 0.37
H 2.362 -7.520 -0.454 -0.02 0.02 0.01 0.30
H 1.760 -3.835 -1.734 -0.07 0.10 0.07 0.22
H 0.871 -5.637 2.414 0.01 0.01 0.02 0.30
H 3.796 -0.749 2.047 0.00 0.01 0.01 0.30
H 4.645 -1.603 -2.157 0.03 -0.01 0.02 0.24
H 5.932 -0.477 -1.692 0.01 0.01 0.02 0.35
H 2.641 3.461 2.387 -0.04 0.03 0.02 0.32
H 1.075 -7.302 1.830 0.01 0.00 -0.02 0.31
H 3.655 5.680 2.763 0.00 -0.01 -0.03 0.40

2.
64
Properties=species:S:1:pos:R:3:forces:R:3:mulliken_charge:R:1 method="wB97M-V/def2-TZVPD" lumo_ev="3.6895 / 3.6893" gap_ev="3.9 / 6.3" charge=-2 homo_energy_ev="-0.199 / -2.618" spin_multiplicity=2
I -2.375 1.550 -0.333 -0.09 -0.07 -0.19 -0.60
Te -1.590 -1.982 0.846 -0.08 -0.36 -0.24 0.36
Ru 0.183 0.718 0.004 0.66 1.91 0.74 0.77
S -0.159 -0.665 2.186 -0.20 -0.19 -0.32 -0.39
S 1.887 -1.061 1.567 0.06 -0.31 0.18 1.14
O 2.576 -1.434 2.783 -0.10 0.19 -0.29 -0.68
O 1.231 1.746 -1.455 -0.68 -0.15 -0.02 -0.89
O 1.843 -2.070 0.530 0.06 0.42 0.35 -0.54
O 1.715 1.772 -8.721 0.06 0.10 0.11 -0.79
O 2.880 3.515 -7.952 -0.10 -0.13 0.01 -0.79
O 2.140 0.331 1.134 0.07 -0.65 -0.78 -0.47
O 0.052 0.058 -2.160 0.24 -0.51 0.39 -0.88
O 0.381 2.552 1.401 -0.09 -0.61 0.24 -0.56
N 2.151 2.483 -7.753 0.05 0.04 -0.14 0.81
N -0.524 4.499 0.637 0.00 -0.05 -0.05 0.27
N -1.136 3.641 2.709 0.10 0.05 0.06 0.31
C 0.323 -7.840 2.763 -0.05 0.10 -0.02 -1.44
C 1.165 1.404 -3.816 -0.07 -0.04 0.08 -0.15
C -0.753 -5.602 3.236 0.04 -0.10 -0.07 -1.06
C 2.297 2.889 -5.365 -0.01 0.00 0.14 -0.68
C -1.189 -4.335 2.850 0.03 -0.11 0.11 1.12
C -0.398 3.497 1.556 0.02 0.23 -0.18 0.49
C -0.389 -4.786 0.606 0.09 -0.03 -0.35 1.35
C -1.235 2.486 3.575 -0.04 0.02 0.00 -0.77
C -0.152 -4.370 -0.829 0.08 -0.06 0.15 -1.84
C 0.708 0.654 -4.904 -0.05 -0.09 -0.15 -0.20
C 1.829 2.127 -6.457 0.00 0.01 0.08 -0.07
C -1.809 -3.448 3.899 0.06 0.08 -0.17 -1.67
C -1.802 5.149 0.397 0.03 0.04 0.03 -1.21
C -0.147 -6.470 2.337 -0.03 0.00 0.16 0.76
C -1.258 4.926 3.367 -0.04 -0.07 -0.06 -1.16
C 0.795 1.037 -2.437 0.25 0.10 -0.12 1.57
C -1.000 -3.928 1.524 -0.18 0.31 0.35 -0.23
C 1.964 2.526 -4.076 0.05 0.07 -0.05 -0.16
C 0.022 -6.046 1.028 0.02 -0.02 -0.08 -1.02
C 0.343 4.450 -0.533 -0.02 0.03 0.02 -1.21
C 1.026 0.996 -6.202 -0.07 -0.10 0.13 -0.59
H 0.676 0.421 -7.046 -0.01 -0.02 0.01 0.42
H -2.710 -2.962 3.520 0.00 0.00 0.01 0.35
H 1.291 3.992 -0.276 0.01 0.01 0.01 0.29
H 0.499 5.471 -0.892 0.00 -0.01 0.02 0.34
H 0.205 -7.979 3.839 0.00 0.00 -0.01 0.34
H -0.104 3.847 -1.325 -0.02 -0.01 -0.02 0.40
H 1.376 -7.983 2.516 0.00 -0.01 0.00 0.33
H -0.870 5.715 2.730 0.00 0.01 -0.01 0.37
H -2.168 4.862 -0.591 0.01 0.00 -0.01 0.40
H -2.059 -4.019 4.792 0.00 -0.03 0.01 0.41
H 0.088 -0.212 -4.698 0.00 0.01 -0.04 0.40
H -2.540 4.819 1.122 -0.01 -0.01 0.02 0.41
H 0.505 -6.710 0.317 -0.01 0.04 -0.02 0.29
H -0.381 2.407 4.258 0.01 0.00 -0.01 0.34
H -2.300 5.152 3.611 -0.01 0.00 0.00 0.29
H -1.279 1.588 2.969 -0.02 0.02 0.00 -0.05
H -2.155 2.565 4.158 0.02 0.00 0.01 0.36
H -1.705 6.240 0.439 0.01 -0.02 0.01 0.30
H 0.437 -3.452 -0.863 -0.03 -0.02 -0.01 0.38
H 0.386 -5.149 -1.371 -0.03 -0.03 0.02 0.36
H -1.092 -4.177 -1.348 0.01 0.00 -0.03 0.39
H -0.244 -8.624 2.256 0.01 0.00 0.01 0.31
H -0.886 -5.914 4.268 0.00 0.01 -0.01 0.21
H 2.914 3.750 -5.575 0.00 0.00 0.02 0.42
H 2.321 3.106 -3.233 0.01 0.02 -0.04 0.38
H -0.683 4.926 4.301 0.01 -0.01 0.02 0.38
H -1.117 -2.651 4.180 -0.02 0.00 0.00 0.30

3.
67
Properties=species:S:1:pos:R:3:forces:R:3:mulliken_charge:R:1 method="wB97M-V/def2-TZVPD" lumo_ev=-3.2837 gap_ev=7.5 charge=+1 homo_energy_ev=-10.833
In -0.196 -0.068 0.085 -0.58 0.26 -0.44 0.48
S -0.997 1.697 2.331 0.06 0.02 0.10 0.31
S 1.536 3.837 0.100 -0.06 0.01 -0.02 -0.03
S -0.601 -1.616 2.519 0.07 -0.03 -0.02 0.28
S -0.920 2.297 -0.786 -0.16 0.08 0.11 -0.32
S -2.960 -0.388 0.384 0.04 0.06 0.14 0.15
O 0.722 1.452 -4.543 -0.06 0.15 0.14 -0.75
O 1.402 -2.018 -0.544 0.15 -0.40 0.06 -0.48
O 0.280 0.024 -2.162 0.00 0.03 -0.07 -0.50
O -0.255 -4.005 -6.921 0.01 -0.01 0.03 -0.62
O -0.080 -5.368 -5.259 0.00 0.03 -0.02 -0.63
O 4.636 -3.595 0.894 0.01 0.03 0.02 -0.46
O -0.489 0.668 -6.128 -0.09 0.04 0.13 -0.57
O -0.799 -2.103 -0.564 0.17 0.21 -0.05 -0.53
N 1.702 0.427 1.080 0.05 -0.03 -0.09 -0.36
N 0.082 0.547 -5.071 0.26 -0.13 -0.14 1.02
N -0.118 -4.252 -5.741 -0.01 0.01 0.02 1.05
N 1.144 3.034 -2.280 0.00 -0.05 -0.04 -0.01
N 3.613 -1.062 1.469 -0.05 -0.05 -0.07 -0.06
C 3.532 -2.151 2.468 0.05 0.04 0.03 -0.54
C 0.165 -3.367 -3.455 0.13 0.00 0.01 -0.62
C 3.502 -3.480 1.733 -0.01 -0.02 -0.03 -0.25
C 0.598 3.025 -1.102 0.10 -0.08 0.10 0.55
C -1.941 -2.657 1.919 0.02 0.05 0.02 -0.83
C 4.707 -1.220 0.484 0.02 0.02 0.04 -0.62
C -3.162 -1.944 1.318 -0.01 -0.04 -0.08 -0.91
C 0.296 -2.298 -2.620 -0.16 0.03 -0.02 0.61
C -2.741 1.999 1.990 0.02 -0.03 -0.01 -0.98
C 0.011 -3.121 -4.818 -0.01 -0.02 -0.05 -0.54
C 2.703 4.458 -1.157 0.00 0.00 -0.01 -0.53
C 0.243 -0.927 -3.043 0.10 -0.11 0.10 0.88
C -0.031 -1.843 -5.310 0.02 0.01 0.00 -0.39
C 0.344 -2.264 -1.140 0.05 0.00 0.18 -0.36
C 2.485 3.593 -2.402 -0.01 0.00 0.01 -0.65
C 2.596 -0.311 1.231 0.09 0.03 0.05 0.52
C -1.017 0.787 3.886 0.00 0.01 0.00 -1.07
C 0.104 -0.767 -4.440 -0.08 0.06 -0.04 -0.66
C 4.629 -2.610 -0.126 -0.02 -0.04 -0.02 -0.17
C -3.632 0.824 1.575 -0.01 0.01 -0.01 -0.69
C -1.456 -0.671 3.811 0.02 -0.05 0.03 -0.78
H -3.899 -1.720 2.086 -0.01 -0.02 0.00 0.58
H 0.186 -4.385 -3.093 -0.02 0.00 0.00 0.61
H -3.638 -2.639 0.626 0.01 0.02 -0.02 0.47
H 2.554 4.181 -3.315 0.02 -0.02 -0.01 0.37
H -2.526 -0.749 3.630 0.00 0.02 -0.01 0.32
H -3.181 2.475 2.868 -0.01 -0.01 0.00 0.59
H 4.629 -0.437 -0.267 -0.03 -0.02 -0.02 0.43
H 2.582 -3.558 1.144 -0.01 0.00 0.01 0.09
H 0.009 0.857 4.251 0.00 -0.01 -0.01 0.41
H -2.713 2.750 1.204 -0.01 0.00 0.00 0.40
H -4.528 1.238 1.113 -0.01 -0.01 0.01 0.54
H 5.641 -1.100 1.036 0.01 0.02 -0.02 0.29
H 3.202 2.772 -2.466 0.00 -0.01 0.02 0.30
H 3.547 -4.301 2.448 0.01 0.00 0.00 0.46
H -1.250 -1.154 4.766 -0.04 0.01 0.01 0.52
H 3.718 4.377 -0.778 0.01 0.02 -0.01 0.38
H 4.430 -2.080 3.083 -0.03 0.00 0.03 0.29
H 5.507 -2.789 -0.744 0.00 0.00 0.00 0.46
H -2.279 -3.297 2.735 -0.01 0.03 0.02 0.69
H 2.476 5.505 -1.345 -0.01 0.00 0.00 0.38
H -3.958 0.261 2.445 0.01 0.01 0.01 0.36
H -1.646 1.320 4.602 0.02 -0.01 0.03 0.54
H -0.157 -1.669 -6.368 -0.01 0.00 0.00 0.61
H 2.652 -2.004 3.092 -0.03 0.00 -0.04 0.39
H 3.725 -2.700 -0.736 0.01 0.02 0.01 0.03
H -1.466 -3.282 1.172 -0.01 -0.03 0.00 0.30
H 0.747 2.446 -3.017 0.01 -0.07 -0.12 0.24

4.
59
Properties=species:S:1:pos:R:3:forces:R:3:mulliken_charge:R:1 method="wB97M-V/def2-TZVPD" lumo_ev="2.4465 / 2.0918" gap_ev="6.3 / 7.0" charge=-1 homo_energy_ev="-3.865 / -4.920" spin_multiplicity=3
Se 0.039 1.219 -2.251 0.47 -0.81 -0.15 -0.28
Se -1.793 -0.126 0.735 0.47 0.10 0.10 -0.45
Ti 0.656 -0.155 -0.128 -0.30 -0.05 0.51 0.16
O -0.524 2.061 2.801 -0.53 0.00 -0.11 -0.50
O -0.373 4.055 1.747 -0.13 -1.10 0.52 -0.64
O 2.613 -0.715 -0.785 -0.10 1.66 0.63 -0.58
O -2.762 4.689 -0.100 0.53 -0.88 -0.55 -0.55
O 4.757 -0.017 -0.620 -0.37 0.68 -0.02 -0.52
O -2.986 2.084 -3.364 1.52 -0.50 0.88 -0.64
N -0.714 -4.271 -1.070 0.20 0.32 0.87 -0.02
N 1.783 1.453 0.815 0.72 1.22 0.17 0.64
C 0.062 2.948 1.980 1.46 -0.73 0.09 0.11
C -3.153 1.505 -2.053 -0.34 -0.03 0.00 -1.31
C -2.630 1.621 0.368 -1.46 0.02 0.35 -1.40
C 2.391 3.679 1.672 -0.93 -1.76 -0.80 -1.03
C -1.006 2.625 -1.369 0.77 -1.00 1.42 -1.26
C -3.172 3.656 -0.996 -2.95 -0.30 1.09 -1.07
C 1.518 2.611 1.495 -1.67 0.62 -0.09 0.70
C 3.402 0.228 -0.420 1.21 -2.31 -0.66 0.50
C 1.873 -3.100 3.130 0.98 -0.54 1.29 -0.74
C 3.609 3.543 1.025 1.05 0.45 0.58 -0.38
C 3.089 1.407 0.284 -0.71 -1.93 -0.44 0.55
C 1.216 -4.354 1.201 0.43 1.04 0.86 -0.68
C -1.936 -4.096 -0.280 -0.45 1.85 -2.39 -0.90
C 1.473 -1.978 2.480 -0.87 2.09 -1.52 -0.42
C 4.018 2.430 0.383 -0.44 0.71 0.35 -1.26
C 0.292 -3.226 -0.848 -1.76 -0.19 -0.12 -0.42
C 0.848 -3.213 0.515 -0.75 1.74 1.71 0.37
C -2.456 2.326 -0.985 0.61 0.36 0.29 2.16
C -0.975 -4.410 -2.459 -1.45 0.25 -0.88 -0.91
C 1.722 -4.301 2.494 0.60 -1.79 -0.36 -0.41
C 0.888 -1.955 1.171 1.00 -0.56 0.39 0.56
H -1.933 -5.051 -2.568 1.83 0.80 -0.33 0.33
H 2.412 -3.078 4.099 -0.59 0.21 -0.59 0.32
H 1.069 -3.380 -1.526 1.43 -0.55 -1.40 0.54
H 4.928 -0.817 -1.148 -0.80 0.37 0.27 0.35
H -1.149 -3.401 -2.945 -0.34 -0.69 0.31 0.29
H -4.272 3.389 -0.755 1.29 0.55 -0.03 0.31
H -0.902 3.410 -2.079 -0.20 0.97 -0.24 0.63
H -0.071 -4.769 -2.958 -0.34 -0.60 -0.15 0.28
H -0.123 -2.231 -1.175 -0.01 -0.21 0.43 -0.03
H -2.382 -5.012 -0.081 -0.64 -1.99 0.42 0.31
H 1.645 -1.006 2.936 -0.06 -0.03 0.25 0.32
H 4.985 2.393 -0.067 0.30 -0.31 -0.26 0.47
H -1.955 4.346 0.314 -0.10 0.48 0.26 0.40
H -1.669 -3.635 0.633 -0.06 0.71 0.97 0.37
H 2.131 4.599 2.149 -0.41 0.10 0.22 0.50
H -4.240 1.536 -1.807 0.69 -0.51 -0.39 0.52
H 2.139 -5.243 2.929 -0.60 0.88 -0.24 0.26
H -2.676 0.509 -1.957 -0.74 0.13 -0.47 0.45
H -0.519 1.074 2.591 0.31 1.24 -0.49 0.23
H 1.178 -5.275 0.739 -0.23 -1.89 -1.06 0.63
H -0.435 2.861 -0.453 -0.30 0.28 -0.63 -0.28
H -3.233 3.949 -2.028 0.37 0.79 -0.44 0.43
H -1.986 2.118 -3.384 -1.32 -0.12 -0.75 0.40
H -2.779 -3.513 -0.854 1.61 -0.37 1.02 0.22
H -3.725 1.395 0.448 0.71 0.07 -0.17 0.49
H 4.276 4.346 1.130 0.98 1.06 -0.08 0.45
H -2.481 2.264 1.247 0.40 0.03 -0.49 0.43

Values for energy, eV, ordered as above
-152766.82731, -82712.97164, -105385.59161, -191289.47733
Values for largest force on an atom, eV Å⁻¹, ordered as above
2.718, 2.150, 0.771, 3.165
Values for relative energy (zero: lowest compared OMol25 entry of this formula, charge and spin), kcal/mol, ordered as above
5.64, 13.67, 21.28, 0.00